Formula: C45H45N3O4OsPS2
Source: the Open Molecules 2025 dataset
Level of theory: ωB97M-V with the def2-TZVPD basis set

Structure (XYZ):
```
101
Properties=species:S:1:pos:R:3:lowdin_charge:R:1
Os -0.21 -0.50 -0.41 1.31
O -2.25 -3.23 -0.50 -0.25
S -1.11 -3.60 -1.29 0.66
O -0.36 -4.77 -0.92 -0.28
N -0.09 -2.28 -1.34 -0.26
C 0.93 -2.34 -2.32 -0.27
C 1.48 -3.47 -2.87 0.00
C 2.43 -3.38 -3.92 -0.03
C 2.82 -2.17 -4.41 -0.02
C 2.32 -0.98 -3.83 -0.14
C 2.69 0.31 -4.26 0.02
C 2.16 1.40 -3.62 -0.02
C 1.29 1.21 -2.54 -0.13
N 0.93 0.02 -2.12 -0.03
C 1.40 -1.08 -2.77 -0.16
C -1.64 -3.76 -2.96 -0.29
C -1.49 -4.97 -3.62 -0.05
C -1.95 -5.08 -4.92 -0.06
C -2.53 -3.99 -5.55 -0.06
C -2.68 -2.78 -4.88 -0.05
C -2.23 -2.66 -3.57 -0.04
H 1.19 -4.45 -2.51 0.10
H 2.82 -4.29 -4.34 0.12
H 3.53 -2.10 -5.23 0.12
H 3.38 0.42 -5.08 0.13
H 2.42 2.41 -3.92 0.12
H 0.89 2.05 -2.00 0.03
H -1.03 -5.80 -3.11 0.12
H -1.85 -6.02 -5.45 0.11
H -2.89 -4.08 -6.57 0.11
H -3.14 -1.94 -5.37 0.11
H -2.34 -1.72 -3.03 0.11
O -4.13 0.00 -0.94 0.14
C -3.03 -0.29 -0.53 -0.58
O -1.92 -0.14 -1.25 -0.36
C -2.80 -0.91 0.81 -0.21
C -3.91 -1.23 1.61 0.04
C -3.71 -1.96 2.73 0.04
C -2.41 -2.41 3.04 -0.14
C -2.16 -3.24 4.16 -0.01
C -0.91 -3.71 4.42 -0.05
C 0.15 -3.36 3.56 -0.04
C -0.05 -2.55 2.48 -0.02
C -1.34 -2.04 2.19 -0.19
N -1.56 -1.24 1.09 -0.01
H -4.88 -0.90 1.27 0.14
H -4.53 -2.24 3.38 0.13
H -2.99 -3.50 4.79 0.12
H -0.73 -4.35 5.27 0.11
H 1.14 -3.76 3.74 0.11
H 0.77 -2.30 1.83 0.07
S -1.53 2.40 -1.02 0.85
C -1.32 4.11 -1.27 -0.67
C -0.61 4.57 -2.39 -0.12
C -0.45 5.93 -2.62 -0.07
C -1.01 6.85 -1.74 -0.07
C -1.74 6.41 -0.64 -0.07
C -1.89 5.05 -0.41 -0.11
H -0.21 3.85 -3.09 0.09
H 0.09 6.27 -3.49 0.11
H -0.88 7.91 -1.91 0.11
H -2.19 7.13 0.03 0.11
H -2.48 4.71 0.44 0.10
C 2.25 3.03 2.67 -0.07
C 1.23 2.83 1.54 -0.62
C 1.70 3.53 0.27 -0.08
C -0.06 3.52 2.01 -0.10
P 0.88 0.95 1.33 1.10
C 0.01 0.66 2.91 -0.36
C -1.35 0.97 2.86 -0.15
C -2.15 0.87 3.99 -0.06
C -1.60 0.44 5.19 -0.06
C -0.25 0.13 5.25 -0.06
C 0.56 0.26 4.12 -0.08
C 2.58 0.10 1.21 -0.62
C 3.30 -0.22 2.52 -0.08
C 3.54 0.92 0.33 -0.08
C 2.38 -1.24 0.44 -0.11
H 2.30 4.10 2.88 0.10
H 3.26 2.70 2.43 0.06
H 1.93 2.54 3.60 0.08
H 1.70 4.61 0.46 0.10
H 1.01 3.36 -0.55 0.02
H 2.71 3.26 -0.03 0.07
H 0.12 4.60 1.96 0.10
H -0.31 3.27 3.04 0.09
H -0.91 3.30 1.36 0.01
H -1.80 1.31 1.93 0.09
H -3.20 1.12 3.93 0.12
H -2.22 0.34 6.07 0.11
H 0.20 -0.19 6.18 0.11
H 1.61 0.04 4.22 0.08
H 3.44 0.66 3.16 0.07
H 4.28 -0.62 2.28 0.10
H 2.77 -0.99 3.09 0.07
H 3.91 1.81 0.82 0.07
H 3.09 1.20 -0.62 0.06
H 4.40 0.28 0.11 0.10
H 2.73 -2.09 1.03 0.11
H 2.92 -1.25 -0.50 0.09
H 1.35 -1.56 0.22 -0.01
```

Values from the calculation:
Energy relative to the best compared isomer or geometry (same formula, charge and spin) (kJ/mol): 0.0
Lowest unoccupied orbital energy (spin up / spin down) (eV): -4.9 / -4.9
Total charge: +1

---

Formula: C45H46ClIN6ORe
Source: the Open Molecules 2025 dataset
Level of theory: ωB97M-V with the def2-TZVPD basis set

Structure (XYZ):
```
101
Properties=species:S:1:pos:R:3:lowdin_spin:R:1
Re -0.49 1.63 -0.06 0.00
C 2.74 2.08 0.73 0.00
N 1.44 2.71 0.98 0.00
C 1.36 4.05 0.38 0.00
C -0.05 4.56 0.43 0.00
C -0.32 5.89 0.71 0.00
C -1.64 6.34 0.71 0.00
C -2.64 5.42 0.45 0.00
C -2.29 4.10 0.20 0.00
N -1.03 3.66 0.20 0.00
C 1.15 2.80 2.43 0.00
C 0.14 1.79 2.90 0.00
C 0.08 1.44 4.24 0.00
C -0.94 0.63 4.70 0.00
C -1.90 0.22 3.78 0.00
C -1.76 0.59 2.46 0.00
N -0.75 1.33 2.01 0.00
C 2.62 0.61 0.31 0.00
C 4.03 -0.02 0.16 0.02
C 4.14 -0.91 -1.01 0.01
C 3.16 -0.99 -1.92 0.00
C 1.97 -0.18 -1.79 0.00
N 1.70 0.57 -0.79 0.00
H 3.38 2.16 1.61 0.00
H 3.24 2.59 -0.09 0.00
H 1.66 3.97 -0.67 0.00
H 2.05 4.75 0.88 0.00
H 0.48 6.58 0.92 0.00
H -1.87 7.37 0.93 0.00
H -3.68 5.71 0.43 0.00
H -3.06 3.37 0.02 0.00
H 0.73 3.79 2.64 0.00
H 2.07 2.72 3.02 0.00
H 0.83 1.81 4.93 0.00
H -1.01 0.34 5.74 0.00
H -2.75 -0.38 4.09 0.00
H -2.50 0.31 1.73 0.00
H 4.86 0.70 0.17 0.00
H 5.05 -1.49 -1.10 0.00
H 3.24 -1.63 -2.78 0.00
H 1.26 -0.21 -2.60 0.00
Cl -3.88 1.35 -6.17 0.00
C -3.46 1.35 -4.51 0.00
C -4.45 1.14 -3.56 0.00
C -4.13 1.13 -2.20 0.00
I -5.57 0.82 -0.70 0.00
C -2.82 1.33 -1.77 0.00
O -2.48 1.31 -0.52 0.00
C -1.81 1.59 -2.74 0.00
N -0.57 1.87 -2.24 0.00
C 0.37 2.20 -3.11 0.00
C 0.16 2.22 -4.49 0.00
C -1.07 1.90 -5.01 0.00
C -2.12 1.61 -4.12 0.00
H -5.47 0.99 -3.87 0.00
H 1.34 2.46 -2.71 0.00
H 0.99 2.47 -5.14 0.00
H -1.25 1.89 -6.07 0.00
C 3.62 -4.61 1.64 -0.01
C 3.25 -3.17 1.47 0.02
C 4.19 -2.19 1.56 0.28
C 3.83 -0.75 1.52 0.03
C 4.56 -0.07 2.68 0.01
C 2.31 -0.42 1.44 0.00
C 1.40 -1.55 1.00 0.02
C 1.90 -2.86 1.19 0.32
N 0.23 -1.23 0.51 0.22
C -0.73 -2.21 0.01 0.02
C -1.90 -1.45 -0.61 0.00
C -2.98 -2.38 -1.16 0.00
C -2.38 -3.25 -2.26 0.00
C -1.21 -4.03 -1.67 0.00
C -1.71 -4.92 -0.53 0.00
C -2.35 -4.06 0.55 0.00
C -3.51 -3.26 -0.03 0.00
C -1.31 -3.09 1.14 0.01
C -0.15 -3.07 -1.13 0.01
H 4.64 -4.72 2.00 0.00
H 3.53 -5.14 0.69 0.00
H 2.94 -5.08 2.34 0.00
H 5.23 -2.43 1.73 0.01
H 5.61 -0.35 2.66 0.00
H 4.14 -0.39 3.62 0.00
H 4.51 1.02 2.62 0.00
H 1.90 0.00 2.36 0.00
H 1.25 -3.71 1.10 0.01
H -1.50 -0.82 -1.42 0.00
H -2.36 -0.82 0.15 0.00
H -3.79 -1.77 -1.56 0.00
H -2.05 -2.62 -3.08 0.00
H -3.14 -3.93 -2.65 0.00
H -0.76 -4.64 -2.45 0.00
H -0.88 -5.49 -0.12 0.00
H -2.44 -5.63 -0.92 0.00
H -2.71 -4.70 1.36 0.00
H -3.95 -2.63 0.75 0.00
H -4.28 -3.93 -0.40 0.00
H -0.54 -3.66 1.65 0.00
H -1.79 -2.44 1.88 0.00
H 0.17 -2.39 -1.93 0.00
H 0.72 -3.63 -0.81 0.00
```

Values from the calculation:
Multiplicity: 2
Energy relative to the best compared isomer or geometry (same formula, charge and spin) (kJ/mol): 184.8
Lowest unoccupied orbital energy (spin up / spin down) (eV): -6.0 / -6.0
Total charge: +2

---

Formula: C45H47BF11NO37
Source: the Open Molecules 2025 dataset
Level of theory: ωB97M-V with the def2-TZVPD basis set

Structure (XYZ):
```
142
Properties=species:S:1:pos:R:3:lowdin_charge:R:1
C 0.27 -4.94 -0.21 -0.06
C 0.88 -4.20 -1.42 -0.20
O 0.90 -2.79 -1.14 -0.02
C 0.06 -2.03 -1.88 -0.17
C 0.57 -0.87 -2.42 0.00
B 2.10 -0.54 -2.17 -0.62
O 3.06 -1.01 -3.03 0.18
O 2.50 0.21 -1.10 0.19
C -0.19 0.00 -3.16 0.05
C -1.51 -0.27 -3.37 -0.06
C -2.01 -1.45 -2.85 0.01
C -1.28 -2.31 -2.12 -0.14
F -1.85 -3.42 -1.62 0.12
C -3.47 -1.49 -3.31 -0.32
O -4.15 -2.49 -3.33 0.16
N -3.79 -0.18 -3.73 0.04
C -4.56 0.47 -2.65 -0.13
C -6.06 0.10 -2.61 -0.11
C -6.43 -0.90 -1.47 -0.16
O -6.88 -2.10 -2.09 -0.01
C -6.79 -3.19 -1.30 -0.51
C -7.81 -4.27 -1.60 0.03
O -5.95 -3.36 -0.44 0.09
C -2.59 0.49 -4.11 -0.32
O -2.49 1.46 -4.82 0.15
H -0.71 -5.36 -0.44 0.06
H 0.11 -4.23 0.60 0.08
H 0.92 -5.73 0.17 0.07
H 0.28 -4.45 -2.30 0.12
H 1.89 -4.54 -1.62 0.12
H 2.67 -1.60 -3.68 0.11
H 3.47 0.15 -1.10 0.10
H 0.26 0.90 -3.58 0.14
H -4.51 1.54 -2.83 0.13
H -4.13 0.32 -1.65 0.11
H -6.36 -0.35 -3.56 0.12
H -6.64 1.01 -2.49 0.11
H -5.53 -1.03 -0.88 0.11
H -7.23 -0.43 -0.90 0.13
H -7.52 -5.17 -1.07 0.07
H -7.68 -4.50 -2.66 0.09
H -8.84 -3.96 -1.36 0.07
O 6.40 0.18 -0.90 0.15
C 6.43 0.90 0.06 -0.54
O 7.23 0.73 1.12 0.10
C 7.06 1.87 1.98 -0.03
C 5.70 2.35 1.58 -0.31
F 5.59 3.70 1.68 0.08
O 5.64 1.99 0.20 0.12
H 7.84 2.60 1.77 0.15
H 7.11 1.59 3.03 0.12
H 4.88 1.88 2.11 0.14
O -10.30 -4.15 0.08 0.17
C -10.27 -5.27 0.47 -0.53
O -9.25 -6.13 0.26 0.05
C -9.53 -7.32 1.00 -0.04
C -11.02 -7.25 1.15 -0.31
F -11.44 -7.81 2.32 0.07
O -11.27 -5.86 1.19 0.14
H -9.01 -7.28 1.97 0.15
H -9.19 -8.21 0.46 0.14
H -11.58 -7.69 0.32 0.18
O -7.93 -8.07 -3.06 0.17
C -6.82 -7.80 -3.36 -0.56
O -5.72 -8.33 -2.78 0.07
C -4.58 -7.85 -3.50 -0.05
C -5.11 -6.58 -4.13 -0.31
F -4.53 -6.34 -5.33 0.08
O -6.48 -6.89 -4.33 0.13
H -4.29 -8.59 -4.25 0.14
H -3.74 -7.67 -2.84 0.14
H -5.03 -5.70 -3.50 0.17
O -1.25 2.89 0.39 0.18
C -2.38 2.74 0.72 -0.55
O -2.93 3.26 1.84 0.07
C -4.33 2.96 1.81 -0.06
C -4.38 1.77 0.90 -0.31
F -5.53 1.73 0.18 0.08
O -3.29 2.00 0.02 0.11
H -4.87 3.82 1.39 0.16
H -4.71 2.76 2.80 0.10
H -4.24 0.81 1.41 0.18
O -6.31 1.95 3.21 0.15
C -6.84 2.35 4.20 -0.52
O -6.59 1.88 5.44 0.09
C -7.31 2.71 6.36 -0.05
C -8.40 3.27 5.49 -0.31
F -8.76 4.52 5.87 0.08
O -7.77 3.34 4.22 0.15
H -6.65 3.49 6.75 0.15
H -7.69 2.13 7.20 0.14
H -9.29 2.65 5.42 0.18
O 11.81 -2.40 -3.38 0.18
C 10.88 -1.68 -3.24 -0.55
O 10.08 -1.65 -2.15 0.07
C 9.17 -0.56 -2.31 -0.06
C 9.15 -0.38 -3.80 -0.31
F 8.96 0.92 -4.13 0.08
O 10.47 -0.76 -4.17 0.13
H 9.55 0.31 -1.78 0.15
H 8.19 -0.81 -1.91 0.11
H 8.43 -1.00 -4.33 0.17
O 7.44 3.59 -4.31 0.18
C 6.33 3.40 -3.95 -0.54
O 5.79 3.88 -2.80 0.04
C 4.40 3.56 -2.80 -0.05
C 4.36 2.38 -3.73 -0.31
F 3.19 2.33 -4.41 0.08
O 5.41 2.66 -4.64 0.14
H 3.83 4.41 -3.18 0.15
H 4.05 3.32 -1.80 0.14
H 4.54 1.41 -3.25 0.16
O 4.34 1.95 4.09 0.16
C 3.40 2.67 4.20 -0.54
O 2.59 2.71 5.28 0.08
C 1.67 3.79 5.08 -0.04
C 1.67 3.94 3.58 -0.30
F 1.48 5.22 3.20 0.09
O 3.00 3.55 3.24 0.14
H 2.04 4.68 5.58 0.15
H 0.68 3.55 5.48 0.14
H 0.96 3.30 3.05 0.18
O 4.09 8.37 -0.77 0.18
C 5.13 7.81 -0.77 -0.55
O 5.39 6.64 -1.41 0.07
C 6.79 6.37 -1.28 -0.06
C 7.15 7.16 -0.05 -0.31
F 8.42 7.63 -0.11 0.07
O 6.25 8.26 -0.11 0.13
H 7.31 6.73 -2.17 0.15
H 6.97 5.31 -1.17 0.13
H 7.00 6.63 0.89 0.17
O 9.40 0.88 4.51 0.19
C 8.87 1.27 5.49 -0.55
O 9.13 0.80 6.74 0.08
C 8.39 1.61 7.66 -0.05
C 7.29 2.16 6.79 -0.32
F 6.91 3.40 7.18 0.08
O 7.91 2.24 5.52 0.12
H 9.04 2.40 8.05 0.15
H 8.02 1.02 8.49 0.14
H 6.41 1.52 6.72 0.17
```

Values from the calculation:
Lowest unoccupied orbital energy (eV): -0.1
SMILES: CCOc1c(B(O)O)cc2c(c1F)C(=O)N(CCCOC(C)=O)C2=O.O=C1OC[C@@H](F)O1.O=C1OC[C@@H](F)O1.O=C1OC[C@@H](F)O1.O=C1OC[C@@H](F)O1.O=C1OC[C@@H](F)O1.O=C1OC[C@@H](F)O1.O=C1OC[C@@H](F)O1.O=C1OC[C@@H](F)O1.O=C1OC[C@@H](F)O1.O=C1OC[C@@H](F)O1
Total charge: 0

---

Formula: C45H47F6N6O7PY
Source: the Open Molecules 2025 dataset
Level of theory: ωB97M-V with the def2-TZVPD basis set

Structure (XYZ):
```
113
Properties=species:S:1:pos:R:3:lowdin_spin:R:1
Y -0.43 -0.53 0.24 0.01
C -0.48 0.05 -5.70 0.00
C -0.05 1.33 -5.38 0.00
C -0.50 1.91 -4.21 0.00
C -1.37 1.20 -3.38 0.00
N -1.77 -0.04 -3.68 0.00
C -1.33 -0.58 -4.81 0.00
C -1.93 1.85 -2.16 0.00
C -2.71 2.99 -2.40 0.00
C -3.35 3.64 -1.36 0.00
C -3.19 3.14 -0.07 0.00
C -2.38 2.04 0.14 0.01
C -1.71 1.33 -0.88 0.00
H -0.15 -0.46 -6.60 0.00
H 0.63 1.87 -6.04 0.00
H -0.19 2.91 -3.92 0.00
H -1.67 -1.60 -5.01 0.00
H -2.84 3.35 -3.42 0.00
H -3.98 4.51 -1.55 0.00
H -3.68 3.62 0.77 0.00
H -2.26 1.71 1.17 0.00
O 2.43 -3.45 -0.16 0.00
C 1.88 -2.86 0.77 0.00
O 0.66 -2.50 0.85 0.00
C 2.73 -2.44 1.96 0.00
C 3.30 -3.33 2.81 0.00
C 4.11 -2.87 3.87 0.00
C 4.41 -1.53 4.01 0.00
C 3.88 -0.63 3.11 0.00
C 2.93 -1.00 2.08 0.00
O 2.34 -0.19 1.34 0.02
N 4.35 0.74 3.21 0.00
O 4.68 1.16 4.31 0.00
O 4.52 1.37 2.18 0.00
N 4.70 -3.81 4.78 0.00
O 4.46 -5.01 4.63 0.00
O 5.44 -3.40 5.67 0.00
H 3.15 -4.39 2.67 0.00
H 5.06 -1.19 4.80 0.00
F -2.17 -2.51 0.18 0.00
P -3.02 -2.23 1.58 0.00
F -3.79 -1.88 2.94 0.00
F -2.78 -3.74 2.04 0.00
F -4.39 -2.62 0.85 0.00
F -1.59 -1.78 2.23 0.00
F -3.17 -0.69 1.06 0.00
C 2.47 3.16 -0.04 0.01
C 0.97 3.22 0.25 0.01
C 0.30 4.35 -0.51 0.00
C 0.73 3.28 1.74 0.13
C 0.99 4.44 2.43 -0.01
C 0.82 4.52 3.81 0.16
C 0.37 3.41 4.52 -0.01
C 0.09 2.21 3.88 0.12
C -0.39 1.04 4.71 0.01
C 0.52 -0.19 4.62 0.01
C -1.85 0.69 4.41 0.01
C 0.25 2.10 2.45 0.02
N 0.00 0.97 1.82 0.47
H 2.63 3.17 -1.13 0.00
H 2.92 2.27 0.40 0.00
H 2.99 4.03 0.37 0.00
H 0.51 2.28 -0.08 0.00
H 0.72 5.33 -0.24 0.00
H -0.78 4.38 -0.33 0.00
H 0.45 4.22 -1.59 0.00
H 1.36 5.31 1.90 0.00
H 1.04 5.44 4.34 0.01
H 0.24 3.47 5.59 0.00
H -0.34 1.39 5.75 0.00
H 0.51 -0.60 3.61 0.00
H 0.18 -0.96 5.32 0.00
H 1.55 0.07 4.87 0.00
H -1.97 0.37 3.38 0.00
H -2.49 1.56 4.58 0.00
H -2.19 -0.12 5.06 0.00
C 4.82 0.99 -2.20 0.00
N 3.86 -0.13 -2.23 0.00
C 4.04 -1.03 -1.05 0.00
C 2.42 0.33 -2.39 0.00
C 1.60 -0.86 -2.78 0.00
C 1.96 -1.54 -3.96 0.00
C 1.36 -2.74 -4.28 0.00
C 0.40 -3.26 -3.41 0.00
C 0.04 -2.56 -2.27 0.00
C 0.61 -1.31 -1.92 0.00
H 5.83 0.60 -2.16 0.00
H 4.62 1.58 -1.30 0.00
H 4.68 1.61 -3.08 0.00
H 4.03 -0.70 -3.06 0.00
H 3.76 -0.48 -0.15 0.00
H 5.08 -1.34 -1.01 0.00
H 3.39 -1.90 -1.17 0.00
H 2.43 1.13 -3.13 0.00
H 2.12 0.73 -1.42 0.00
H 2.70 -1.11 -4.64 0.00
H 1.64 -3.27 -5.19 0.00
H -0.06 -4.21 -3.63 0.00
H -0.68 -3.02 -1.61 0.00
C -7.01 -4.17 -1.36 0.00
C -6.16 -2.96 -1.63 0.00
C -6.60 -1.69 -1.28 0.00
C -5.76 -0.61 -1.49 0.00
N -4.54 -0.71 -2.02 0.00
C -4.12 -1.93 -2.34 0.00
C -4.90 -3.07 -2.18 0.00
H -7.24 -4.24 -0.29 0.00
H -6.50 -5.09 -1.65 0.00
H -7.96 -4.12 -1.90 0.00
H -7.57 -1.54 -0.82 0.00
H -6.07 0.39 -1.21 0.00
H -3.11 -1.99 -2.73 0.00
H -4.48 -4.04 -2.44 0.00
```

Values from the calculation:
Multiplicity: 2
Energy relative to the best compared isomer or geometry (same formula, charge and spin) (kJ/mol): 281.8
Lowest unoccupied orbital energy (spin up / spin down) (eV): 3.5 / 3.5
Total charge: -2